(1)
A structure of composition C33H45BaN5S in a non-equilibrium geometry. Source: the Open Molecules 2025 dataset; level of theory: ωB97M-V/def2-TZVPD.

Calculated values
HOMO (alpha / beta): 0.05320 / 0.05334 Ha
Net charge: -2

Last column: Löwdin charge in e.
Geometry (Å):
Ba1 -0.05829 -1.11931 -0.07865  1.56
S1 -2.30364 -0.58487 2.01792  0.47
N1 -0.02032 -1.27563 -4.31562  -0.04
N2 -1.20678 -0.85834 4.45763  0.02
N3 -0.14973 -2.78182 -2.72292  -0.08
N4 0.95639 -2.85797 2.76166  -0.08
N5 -3.31620 0.07587 4.46007  -0.01
C1 0.91029 1.66578 -6.36190  -0.03
C2 -1.83868 1.91023 5.40008  -0.10
C3 2.31374 1.14842 -0.54033  -0.33
C4 0.81393 -3.21273 -3.68434  -0.16
C5 -0.98108 -4.21339 3.09078  -0.20
C6 1.30535 2.10575 -0.84263  -0.28
C7 1.07645 0.44378 -5.67278  -0.19
C8 3.09359 -0.08137 1.61243  -0.08
C9 1.05119 -3.49808 1.52642  -0.72
C10 1.20609 1.66020 1.40517  -0.32
C11 -1.13585 2.09845 -5.15199  -0.02
C12 0.08942 -3.43338 3.58968  -0.27
C13 2.39196 -0.24927 -5.70776  -0.06
C14 -2.37480 -2.36935 6.12837  -0.08
C15 0.74120 -2.38307 -4.75692  -0.12
C16 0.62193 2.41731 0.36090  -0.29
C17 -1.27121 -1.37558 5.85069  -0.23
C18 -2.28865 -0.45637 3.74079  -0.82
C19 -3.07539 1.05930 5.57107  -0.23
C20 -0.09466 -4.04732 0.85982  -0.24
C21 2.39993 -3.48420 1.53984  -0.06
C22 -0.68194 -1.66111 -3.17731  -0.33
C23 -0.44754 3.66247 -6.99963  -0.08
C24 -0.21224 2.45387 -6.13962  -0.31
C25 0.00674 0.01655 -4.84248  -0.13
C26 1.06462 2.71371 -2.17414  -0.07
C27 -0.49164 3.38372 0.52819  -0.08
C28 -1.96512 0.58841 -3.34450  -0.11
C29 3.30974 0.59146 -1.48496  -0.07
C30 2.24818 0.87473 0.85430  -0.35
C31 0.85009 1.71070 2.84507  -0.08
C32 -1.13785 -4.43641 1.71511  -0.20
C33 -1.03028 0.87984 -4.46878  -0.20
H1 4.22300 1.21226 -1.54234  0.07
H2 -4.13455 0.27840 3.88863  0.11
H3 -1.96269 2.77479 -4.91240  0.12
H4 -1.34125 -0.50679 6.51297  0.08
H5 3.62787 -0.41980 -1.18667  0.07
H6 -2.35961 -3.20146 5.41547  0.06
H7 1.57361 -3.97227 -3.48823  0.08
H8 0.00628 2.98248 -2.30665  0.06
H9 -3.96390 1.70226 5.60209  0.11
H10 2.85393 -0.28595 -4.71125  0.09
H11 1.32659 2.01626 -2.98111  0.06
H12 -0.19322 2.02375 2.98475  0.04
H13 -2.98538 0.90289 -3.60686  0.07
H14 3.09578 0.26652 -6.37476  0.07
H15 -0.47467 -1.24625 3.85839  0.08
H16 -0.88965 3.70610 -0.44159  0.06
H17 -1.69121 1.14828 -2.43457  0.08
H18 -1.93886 2.57574 4.53447  0.08
H19 -2.06098 -4.88546 1.28177  0.08
H20 0.51381 4.06032 -7.34394  0.07
H21 4.01725 -0.31322 1.06532  0.07
H22 -1.31777 2.92987 1.09792  0.06
H23 1.09628 -2.50692 -5.76552  0.09
H24 -1.71053 -4.59076 3.80274  0.04
H25 1.65931 3.63068 -2.33399  0.07
H26 -3.05378 0.49912 6.51306  0.09
H27 1.48703 2.41442 3.40997  0.08
H28 2.96688 -3.21919 0.62430  -0.09
H29 -0.13981 -4.03531 -0.25165  0.05
H30 0.24652 -3.23110 4.66279  0.07
H31 3.38128 0.33324 2.59128  0.07
H32 -3.35885 -1.89100 6.10442  0.06
H33 -1.03685 3.39386 -7.89027  0.07
H34 -1.69897 2.53636 6.28708  0.08
H35 -2.22168 -2.78759 7.12916  0.07
H36 -0.17724 4.29051 1.07016  0.07
H37 -1.95427 -0.52291 -3.04999  0.01
H38 -0.93446 1.30460 5.27886  0.06
H39 -0.99736 4.43775 -6.45255  0.07
H40 2.31948 -1.26607 -6.08662  0.04
H41 0.96396 0.72528 3.31955  0.07
H42 2.59312 -1.04874 1.82051  0.03
H43 1.66395 2.00898 -7.07902  0.11
H44 -0.29141 -1.83399 6.04245  0.11
H45 2.90408 0.52908 -2.50689  0.05

Cartesian forces, eV/Å:
Ba 1.2 -0.2 0.0
S -0.8 0.4 1.5
N 0.0 -1.4 -1.3
N -1.0 -0.3 -0.4
N 1.5 -0.9 -0.6
N -3.1 2.2 3.2
N -0.5 0.9 0.0
C -0.2 -0.7 0.6
C 0.3 0.3 0.0
C -0.8 0.1 0.8
C -0.8 0.1 0.3
C 0.0 -0.6 1.3
C -0.1 -0.5 0.6
C -1.0 1.1 0.0
C 0.3 -0.5 0.4
C 1.6 -0.4 -0.8
C 0.2 -0.4 -0.7
C 0.5 -0.3 -0.2
C -0.3 -0.6 -0.4
C 0.8 -0.3 -0.5
C -0.3 -0.3 0.1
C 0.6 0.3 0.8
C 0.4 -0.6 -0.3
C 0.7 0.7 -0.6
C 1.4 -0.5 -0.3
C -0.5 -0.8 -0.4
C -0.7 1.1 -0.3
C 1.8 -0.2 -2.3
C 1.0 -0.2 2.4
C 0.0 0.1 -0.1
C -0.4 0.1 0.0
C 0.0 -0.1 -0.4
C -0.1 0.2 -0.5
C -0.4 0.3 0.1
C -1.7 -0.3 0.3
C 0.5 -0.3 -0.4
C -0.5 0.4 -0.6
C -0.2 0.0 0.5
C -0.1 0.2 -1.2
C 0.1 1.0 -0.4
H -0.1 -0.1 -0.1
H 0.6 0.0 0.1
H 0.3 -0.2 -0.1
H 0.0 -0.2 0.2
H -0.1 0.2 -0.2
H 0.1 0.3 0.0
H -0.8 -0.2 -0.2
H 0.2 0.0 -0.1
H 0.1 -0.2 0.0
H -0.2 -0.1 -0.2
H -0.1 0.2 0.0
H 0.1 0.0 0.0
H 0.1 0.3 -0.1
H -0.2 0.2 0.2
H 0.1 -0.3 0.0
H 0.0 0.0 0.1
H 0.2 -0.1 -0.2
H 0.1 -0.2 0.1
H 0.7 0.3 0.5
H -0.2 0.1 0.0
H -0.1 0.0 0.2
H 0.0 0.2 -0.1
H 0.2 0.2 0.3
H 0.0 -0.2 -0.1
H -0.1 -0.1 0.0
H 0.0 0.2 0.0
H -0.1 -0.1 0.0
H 0.3 -0.8 -0.7
H 0.0 -0.7 0.7
H -0.4 -0.2 -0.3
H 0.0 -0.1 -0.2
H 0.1 -0.1 0.0
H 0.1 0.1 0.2
H -0.1 0.0 0.0
H 0.0 0.1 0.0
H -0.1 0.0 -0.1
H -0.1 1.8 -0.5
H -0.2 0.2 -0.1
H 0.2 -0.1 -0.2
H 0.3 0.2 0.1
H 0.0 0.2 0.0
H 0.3 0.2 0.1
H -0.1 -0.2 0.3
H -0.3 0.2 -0.2
H 0.1 0.0 0.2



(2)
A structure of composition C33H45HfN7O4S2Te in a non-equilibrium geometry. Source: the Open Molecules 2025 dataset; level of theory: ωB97M-V/def2-TZVPD.

Calculated values
2S+1: 2
HOMO (alpha / beta): -0.26134 / -0.39797 Ha
⟨S²⟩: 0.77
Net charge: +1

Last column: Löwdin spin population.
Geometry (Å):
Hf1 0.60633 0.28300 -2.97387  0.11
Te1 0.22343 -0.13102 1.70937  0.00
S1 -0.22795 -1.27486 -5.52482  0.03
S2 2.08079 1.73033 -5.47413  0.00
O1 -0.88400 1.02129 -4.01619  0.01
O2 2.10171 0.81830 -1.62156  0.01
O3 4.09388 0.42747 -0.60831  0.00
O4 -1.63394 0.76912 1.14102  0.00
N1 0.38479 2.63600 -2.49313  0.00
N2 -0.48468 0.55861 -0.86933  0.00
N3 -0.18204 -1.88342 -2.97460  0.16
N4 2.97054 3.99323 -4.51255  0.00
N5 2.99423 4.88503 -3.48491  0.00
N6 1.47346 3.28403 -3.14860  0.00
N7 2.58031 -0.72197 -3.70009  0.01
C1 2.00234 5.03249 -1.26628  0.00
C2 -1.46015 -3.39135 -4.33840  0.02
C3 -1.80491 -4.02539 -3.20000  0.18
C4 2.07682 2.96668 -4.36941  0.00
C5 3.30763 0.29505 -1.53914  0.00
C6 0.32053 1.19525 3.50949  0.00
C7 -1.59258 -6.00372 3.86261  0.00
C8 -1.34307 -3.63310 -1.90590  0.06
C9 -0.51344 1.76871 5.70551  0.00
C10 -1.52161 1.00959 -0.25051  0.00
C11 -1.48340 0.31493 -5.07442  0.10
C12 2.15237 4.40009 -2.62629  0.00
C13 0.72703 2.28499 6.11989  0.00
C14 0.08488 -4.11745 3.56063  0.00
C15 0.85638 2.99801 7.46154  0.00
C16 2.81941 1.80581 2.98868  0.00
C17 3.71744 -0.46610 -2.83957  0.00
C18 1.77475 2.18528 5.18308  0.00
C19 -1.50078 1.26471 -6.29203  0.01
C20 1.84154 -2.48553 3.12661  0.00
C21 -2.17018 -3.85394 2.78598  0.00
C22 1.58256 1.69210 3.86892  0.00
C23 -0.62924 -2.29705 -4.21302  0.20
C24 -0.73800 1.15966 4.46336  0.00
C25 -2.91649 -1.88842 1.39010  0.00
C26 -2.13798 0.70372 4.23142  0.00
C27 -1.20879 -4.62791 3.40176  0.00
C28 -0.52896 -2.56669 -1.85911  0.07
C29 -2.82542 -0.22664 -4.65981  0.01
C30 -0.59838 -2.06163 2.49973  0.00
C31 0.38687 -2.86432 3.02620  0.00
C32 -1.88569 -2.56789 2.26516  0.00
C33 -2.65535 1.85457 -0.74411  0.00
H1 -2.78768 1.45829 3.74059  0.00
H2 -1.24357 1.69048 6.48524  0.00
H3 -0.49410 1.49979 -6.71890  0.00
H4 -1.74369 -4.12021 -1.02456  0.00
H5 2.76263 -0.21342 -4.59576  0.00
H6 3.51137 4.15787 -5.36673  0.00
H7 1.24960 4.01560 7.38976  0.00
H8 -0.19543 3.10394 7.87112  0.00
H9 -2.67262 -2.06282 0.32460  0.00
H10 -1.49319 -6.14373 4.97258  0.00
H11 -1.87380 2.23090 -6.01104  0.00
H12 -2.12433 0.80952 -7.06919  0.00
H13 -3.49442 1.91895 0.01793  0.00
H14 3.31373 0.81455 2.97514  0.00
H15 -2.67033 0.52877 5.15597  0.00
H16 -3.85164 -2.43981 1.57987  0.00
H17 4.45385 0.19547 -3.31815  0.00
H18 0.91722 -4.70701 3.97192  0.00
H19 1.47953 2.45157 8.19011  0.00
H20 -0.10341 -2.15641 -0.96966  0.00
H21 2.48715 -1.70667 -3.92307  0.00
H22 -2.63208 -6.18415 3.64096  0.00
H23 -3.54506 0.58025 -4.51343  0.00
H24 -3.20822 -0.91177 -5.41250  0.00
H25 -2.47139 -4.89643 -3.25947  0.01
H26 -3.18184 -4.21672 2.68507  0.00
H27 2.54407 2.08320 1.97600  0.00
H28 -0.97888 -6.77835 3.36615  0.00
H29 -1.88240 -3.70744 -5.31983  0.00
H30 2.13861 -1.74071 3.88021  0.00
H31 2.61629 5.93423 -1.26122  0.00
H32 -2.71051 -0.80178 -3.74164  0.00
H33 4.16761 -1.41959 -2.51209  0.00
H34 -2.12444 -0.19492 3.61260  0.00
H35 0.45603 2.82939 -1.49613  0.00
H36 0.89289 5.30446 -1.12920  0.00
H37 -0.48450 2.92411 -2.93502  0.00
H38 2.15687 -2.05691 2.16535  0.00
H39 2.28364 4.38134 -0.43467  0.00
H40 2.82410 2.41761 5.47213  0.00
H41 2.46908 -3.34072 3.39449  0.00
H42 3.45485 2.56232 3.44668  0.00
H43 -3.00360 1.62349 -1.77283  0.00
H44 -2.34373 2.86959 -0.81500  0.00
H45 -3.09723 -0.83573 1.56465  0.00

Cartesian forces, eV/Å:
Hf -1.6 -1.8 0.9
Te -2.1 1.1 0.0
S -0.6 1.7 0.2
S -1.1 -0.5 0.2
O -0.9 -0.1 -0.6
O 0.9 0.0 0.4
O -1.3 -0.2 -1.1
O 1.7 -0.2 -0.5
N 1.4 0.0 -1.1
N -1.8 0.2 0.6
N 1.1 2.2 0.0
N -0.7 -0.1 -0.3
N 0.0 -0.9 0.2
N 0.8 0.8 0.0
N 0.1 0.5 -1.4
C -2.2 -0.1 -0.4
C -0.4 -0.1 -1.0
C -1.4 -2.1 0.9
C 1.2 1.8 0.7
C 1.0 0.2 0.2
C -0.7 -1.4 0.2
C 0.5 -0.5 0.9
C -0.5 -0.2 -0.3
C 1.3 -0.3 0.1
C 2.6 -1.6 -0.2
C 1.1 1.0 -0.4
C 0.0 0.7 0.1
C 0.4 0.1 -1.0
C -0.4 -0.1 -0.8
C -1.3 -0.4 0.3
C -0.8 -1.0 0.3
C 0.7 -0.1 1.7
C 0.0 -0.1 0.2
C 0.8 -1.2 -0.5
C 0.5 0.8 -0.1
C 0.3 1.5 -0.6
C 0.3 0.5 0.9
C 0.3 0.1 -0.4
C 0.5 1.3 0.4
C -0.7 -1.2 0.1
C -0.5 -0.1 -0.9
C 0.4 -0.3 0.7
C 0.0 -0.1 0.2
C 0.3 -0.4 -0.2
C -0.4 0.9 -1.1
C 1.4 -0.6 1.7
C 0.1 0.1 0.1
C -1.6 -0.2 0.5
H 0.7 -0.3 -0.1
H -0.7 0.2 0.0
H -0.7 -0.6 0.4
H 0.4 0.0 0.0
H -0.4 -0.8 0.8
H -0.3 -0.2 0.7
H 0.1 -0.2 -0.3
H 1.3 -0.2 -0.2
H 0.0 0.3 0.4
H 0.1 0.2 -1.0
H -0.6 0.4 0.4
H 0.1 0.3 0.0
H 0.8 -0.5 -1.1
H 0.1 0.6 -0.2
H 0.2 -0.4 0.4
H 0.1 0.4 -0.3
H 0.0 -0.5 0.0
H -0.7 0.2 -0.1
H -0.3 0.1 -0.3
H 0.0 0.1 0.7
H -0.1 0.0 0.0
H -0.3 -0.2 -0.2
H 0.1 0.1 0.0
H -0.1 0.0 -0.1
H 0.3 0.4 0.0
H -0.1 -0.2 -0.1
H 0.2 0.0 -0.2
H -0.3 0.3 0.3
H 0.6 0.4 0.9
H -0.7 0.1 0.0
H -0.2 -0.1 0.0
H -0.1 0.1 0.1
H 0.2 0.6 -0.3
H -0.4 0.0 0.1
H -0.1 -0.2 -0.2
H 1.6 -0.1 0.0
H -0.1 0.1 0.2
H 0.4 -0.3 0.1
H 0.1 -0.1 -0.2
H -1.0 0.2 -0.2
H -0.2 0.0 -0.5
H 0.2 -0.2 -0.4
H 0.2 -0.4 0.8
H 0.6 1.0 0.1
H 0.2 0.0 0.1



(3)
A structure of composition C33H45N2O2P2Ti in a non-equilibrium geometry. Source: the Open Molecules 2025 dataset; level of theory: ωB97M-V/def2-TZVPD.

Calculated values
2S+1: 2
HOMO (alpha / beta): -0.49703 / -0.49720 Ha
⟨S²⟩: 0.75
Net charge: +2

Last column: Löwdin spin population.
Geometry (Å):
Ti1 -0.02420 -0.18151 0.19669  0.95
P1 2.55071 0.53303 0.43306  0.00
P2 0.38662 0.15352 2.70594  0.02
O1 -0.17249 1.77380 -0.14167  0.00
O2 0.01047 -1.96570 0.28440  -0.02
N1 -2.11053 -0.29751 -0.49793  0.00
N2 -2.70615 -1.49942 -0.63733  0.00
C1 0.71679 3.95378 -1.63610  0.00
C2 2.48461 -2.63694 -1.82089  0.00
C3 0.43406 6.46976 -0.45939  0.00
C4 1.46818 1.62785 2.75924  0.00
C5 4.01701 -0.39975 0.97762  0.00
C6 -3.00873 0.58755 -0.94145  0.01
C7 0.02791 4.09646 -0.42572  0.00
C8 -0.12367 5.36246 0.15427  0.00
C9 -2.76260 -3.65976 2.40720  0.00
C10 2.17909 3.69808 3.77806  0.00
C11 -0.52377 2.92447 0.22977  0.00
C12 -0.50091 -5.94922 -0.61022  0.00
C13 0.12134 -5.10863 -1.52704  0.00
C14 -0.12878 -3.30515 -0.01048  0.00
C15 1.11563 6.31615 -1.65970  0.00
C16 3.12169 1.34032 -1.10330  0.00
C17 -0.54936 -4.26875 3.43543  0.00
C18 -1.50300 3.04436 1.35281  0.00
C19 1.37284 -1.24926 3.33663  0.00
C20 1.04756 -2.89640 -2.26418  0.00
C21 -0.93237 -5.44800 0.60368  0.00
C22 3.22007 2.94764 1.74983  0.00
C23 3.10590 3.88569 2.76589  0.00
C24 0.35060 -1.59791 -2.66110  0.01
C25 -3.93370 -1.38916 -1.15290  0.01
C26 -0.83729 0.37483 4.02659  0.01
C27 -1.23891 -3.56242 2.26738  0.00
C28 -0.75428 -4.10304 0.93764  0.00
C29 1.25271 5.06586 -2.25461  0.00
C30 2.40406 1.82320 1.72456  0.00
C31 0.31926 -3.76066 -1.25156  0.00
C32 1.36865 2.57109 3.77619  0.00
C33 -4.17031 -0.04519 -1.37005  0.00
H1 4.87393 0.27592 0.96938  0.00
H2 2.12002 -0.90019 4.04976  0.00
H3 2.09299 4.42198 4.57607  0.00
H4 -1.42349 -6.10526 1.30876  0.00
H5 3.88007 -0.77547 1.98779  0.00
H6 -2.77523 1.63912 -0.95330  0.00
H7 4.21819 -1.23592 0.31058  0.00
H8 3.02100 -2.03181 -2.55362  0.00
H9 1.76774 4.96934 -3.19925  0.00
H10 0.45761 -5.50278 -2.47678  0.00
H11 3.96153 3.10414 0.97750  0.00
H12 -0.95956 -2.50082 2.31110  0.00
H13 1.08428 -3.49166 -3.18095  0.00
H14 0.81529 -1.16183 -3.54678  0.00
H15 -0.77726 -5.33379 3.43660  0.00
H16 0.33208 7.44843 -0.01442  0.00
H17 -1.52175 -0.47474 3.99955  0.00
H18 0.53823 -4.17120 3.39149  0.00
H19 3.95011 0.76198 -1.51495  0.00
H20 2.49276 -2.11364 -0.86056  0.00
H21 -0.99989 3.48108 2.21939  0.00
H22 0.43948 -0.81112 -1.87953  0.00
H23 -1.89763 2.06368 1.61851  0.00
H24 2.32721 1.36098 -1.84809  0.00
H25 0.79872 2.97825 -2.09529  0.00
H26 -3.11672 -3.02184 3.21662  0.00
H27 -0.71326 -1.72683 -2.86670  0.00
H28 -5.05694 0.40188 -1.77886  0.00
H29 -0.35296 0.39576 5.00384  0.00
H30 -0.65652 5.48400 1.08581  0.00
H31 3.02989 -3.56995 -1.68739  0.00
H32 -3.28868 -3.36968 1.49659  0.00
H33 -0.89609 -3.86613 4.38767  0.00
H34 3.46588 2.35893 -0.93434  0.00
H35 1.85071 -1.79960 2.52816  0.00
H36 -4.53739 -2.26265 -1.32654  0.00
H37 -0.64922 -6.99263 -0.84828  0.00
H38 0.66017 2.43564 4.58253  0.00
H39 -3.06564 -4.68026 2.64103  0.00
H40 1.53804 7.18502 -2.14557  0.00
H41 0.69712 -1.93971 3.85084  0.00
H42 -1.42027 1.28535 3.89437  0.00
H43 3.74724 4.75587 2.77046  0.00
H44 -2.21735 -2.33826 -0.35097  0.00
H45 -2.32094 3.71520 1.08620  0.00

Cartesian forces, eV/Å:
Ti 0.1 -1.1 0.3
P -0.3 0.1 0.1
P 0.1 0.0 -0.1
O -0.2 0.8 -0.1
O 0.3 0.2 -0.2
N -0.1 0.0 0.1
N 0.1 0.1 0.1
C 0.1 0.1 -0.1
C 0.1 0.0 0.1
C -0.1 -0.1 0.0
C 0.0 -0.1 -0.1
C 0.0 0.0 0.0
C 0.1 0.1 -0.1
C -0.2 -0.2 0.2
C 0.1 0.1 -0.1
C 0.0 -0.1 0.0
C 0.0 0.0 0.0
C 0.2 -0.2 -0.1
C 0.0 0.1 0.0
C -0.1 0.0 0.1
C 0.1 0.8 0.2
C 0.0 0.1 0.0
C 0.1 0.0 -0.1
C 0.1 0.0 0.0
C 0.0 0.0 0.0
C -0.1 -0.1 0.1
C 0.0 0.0 0.0
C 0.0 0.1 0.1
C 0.0 0.0 0.0
C 0.0 0.0 0.0
C -0.2 0.3 0.2
C 0.0 0.0 0.0
C -0.1 0.1 0.0
C 0.1 0.2 0.0
C -0.2 -0.5 0.0
C -0.1 -0.1 0.1
C 0.0 0.0 0.0
C -0.1 -0.3 -0.1
C 0.0 0.0 0.1
C 0.0 -0.2 0.0
H 0.0 0.0 0.0
H 0.0 0.0 0.0
H 0.0 0.0 0.0
H 0.0 0.0 0.0
H 0.0 0.0 0.1
H 0.0 0.0 0.0
H 0.0 0.0 0.0
H 0.0 0.0 0.0
H 0.0 0.0 0.0
H 0.0 0.0 0.0
H 0.0 0.0 0.0
H -0.1 -0.2 -0.1
H 0.0 0.0 0.0
H 0.0 -0.1 0.0
H 0.0 0.0 0.0
H 0.0 0.0 0.0
H 0.0 0.0 0.0
H -0.1 0.0 0.0
H 0.0 0.0 0.0
H 0.0 0.0 0.0
H 0.0 0.0 0.0
H 0.1 -0.2 -0.3
H 0.0 0.1 0.0
H 0.0 0.0 0.1
H 0.0 0.0 0.0
H 0.0 0.0 0.1
H 0.0 0.0 0.0
H 0.0 0.0 0.0
H 0.0 0.0 0.0
H 0.0 0.0 0.0
H 0.0 0.0 0.0
H 0.0 0.1 0.0
H 0.0 0.0 0.1
H 0.0 0.0 0.0
H 0.0 0.0 0.0
H -0.1 0.0 0.0
H 0.0 0.0 0.0
H 0.0 0.0 0.0
H 0.0 0.0 0.0
H 0.0 0.0 0.0
H 0.1 0.1 -0.1
H 0.0 0.0 0.0
H 0.0 0.0 0.0
H 0.0 0.0 -0.1
H 0.0 0.0 0.0